(1)
The following is a quantum chemistry calculation of one molecule with the formula C3HF2N3O6, from OMol25.

Values from the calculation:
HOMO in hartree: -0.4301
LUMO in eV: -1.82
Kohn-Sham gap in hartree: 0.363
SMILES string: O=[N+]([O-])/C(F)=C/C(F)([N+](=O)[O-])[N+](=O)[O-]

Last column: Mulliken charge in e.
Positions of all 15 atoms, in Å:
C: -0.481 0.037 0.103  -0.70
C: -1.203 1.154 0.168  0.08
C: 0.944 -0.192 0.251  1.04
N: -2.678 1.299 0.042  1.00
N: 1.782 -0.262 -1.075  0.88
N: 1.245 -1.743 0.664  0.83
O: -3.299 0.267 0.090  -0.56
O: 1.267 -0.452 -2.156  -0.55
O: 0.661 -2.643 0.172  -0.52
O: -3.111 2.359 -0.194  -0.52
O: 2.960 -0.193 -0.890  -0.51
O: 2.240 -1.823 1.334  -0.52
F: -0.707 2.336 0.518  -0.21
F: 1.593 0.569 1.070  -0.22
H: -1.213 -0.713 -0.096  0.48

***

(2)
The following is a quantum chemistry calculation of one molecule with the formula C3HF2NO, from OMol25.

Values from the calculation:
HOMO in hartree: -0.3710
LUMO in eV: 0.76
Kohn-Sham gap in hartree: 0.399
SMILES string: Fc1cnoc1F

Last column: Mulliken charge in e.
Positions of all 8 atoms, in Å:
C: 0.582 0.434 -0.005  0.62
C: -0.768 0.836 -0.002  -0.39
C: 0.525 -0.919 -0.001  0.31
H: -1.136 1.813 0.012  0.44
N: -1.570 -0.201 0.001  -0.33
O: -0.747 -1.317 -0.005  -0.13
F: 1.669 1.207 -0.002  -0.28
F: 1.444 -1.853 0.001  -0.24

***

(3)
The following is a quantum chemistry calculation of one molecule with the formula C3HF3, from OMol25.

Values from the calculation:
HOMO in hartree: -0.3682
LUMO in eV: -1.29
Kohn-Sham gap in hartree: 0.321

Last column: Mulliken charge in e.
Positions of all 7 atoms, in Å:
C: -1.730 -0.388 -0.013  -0.21
C: -0.384 0.275 -0.101  0.45
C: 1.003 0.032 -0.033  -0.05
F: -1.488 -1.653 0.006  -0.10
F: -0.574 1.585 0.017  -0.23
F: 1.749 1.136 -0.005  -0.19
H: 1.424 -0.988 0.128  0.32

***

(4)
The following is a quantum chemistry calculation of a 2-piece molecular cluster, C3HF3O2 overall, from OMol25.

Values from the calculation:
HOMO in hartree: -0.3381
LUMO in eV: 0.07
Kohn-Sham gap in hartree: 0.341
SMILES string: O=C(F)F.O=C=CF

Last column: Mulliken charge in e.
Positions of all 9 atoms, in Å:
C: 1.356 0.751 -0.087  0.64
C: 1.707 -0.309 -0.775  -0.34
C: -1.839 0.021 0.632  0.65
O: 1.095 1.722 0.489  -0.32
O: -0.759 0.021 1.049  -0.33
F: 2.335 -1.395 -0.228  -0.23
F: -2.697 0.931 0.329  -0.14
F: -2.426 -1.158 0.323  -0.19
H: 1.227 -0.584 -1.733  0.26

***

(5)
The following is a quantum chemistry calculation of one molecule with the formula C3HF6N, from OMol25.

Values from the calculation:
HOMO in hartree: -0.3935
LUMO in eV: 0.38
Kohn-Sham gap in hartree: 0.408
SMILES string: F/C=C(\F)N(F)C(F)(F)F

Last column: Mulliken charge in e.
Positions of all 11 atoms, in Å:
C: -1.738 0.246 0.362  0.00
C: -0.713 0.712 -0.338  0.19
C: 1.439 -0.494 0.283  0.80
N: 0.550 0.071 -0.645  0.15
F: -2.791 0.978 0.629  -0.20
F: -0.765 1.980 -0.713  -0.24
F: 2.516 -1.043 -0.267  -0.23
F: 0.836 -1.485 1.028  -0.27
F: 1.833 0.437 1.114  -0.25
F: 0.720 -0.497 -1.905  -0.22
H: -1.886 -0.904 0.453  0.27

***

(6)
The following is a quantum chemistry calculation of C3HHgLiO4 as an isolated structure, from OMol25.

Values from the calculation:
Net charge: +1
Multiplicity: 2
HOMO (spin up / spin down) in hartree: -0.4134 / -0.4121
LUMO (spin up / spin down) in eV: -3.64 / -6.73
Kohn-Sham gap (spin up / spin down) in hartree: 0.280 / 0.165

Last column: Löwdin spin population.
Positions of all 10 atoms, in Å:
O: -0.825 -1.825 1.491  0.20
C: -0.385 -0.962 0.781  -0.01
O: 0.603 -0.795 0.066  0.00
Hg: -0.660 -3.663 2.219  0.71
O: -1.352 0.699 0.514  0.05
C: -0.614 1.407 -0.413  0.04
C: 0.519 0.967 -0.842  0.01
O: 1.451 1.059 -1.678  0.00
Li: 3.097 1.310 -2.202  0.00
H: -1.835 1.803 0.063  0.00

***

(7)
The following is a quantum chemistry calculation of C3HI2NO2S as an isolated structure, from OMol25.

Values from the calculation:
HOMO in hartree: -0.3096
LUMO in eV: -1.13
Kohn-Sham gap in hartree: 0.268

Last column: Mulliken charge in e.
Positions of all 10 atoms, in Å:
C: 0.157 -0.554 1.517  0.67
C: 2.943 0.355 0.180  -0.31
C: 2.860 -1.943 1.086  0.33
N: -0.521 -1.256 0.834  -0.49
O: 2.848 -2.804 1.867  -0.40
O: 0.603 0.302 2.138  -0.39
S: 3.688 -0.326 1.464  0.07
I: 3.306 2.322 -0.315  0.12
I: 2.350 -2.179 -0.952  0.11
H: -0.260 -2.212 0.528  0.29

***

(8)
The following is a quantum chemistry calculation of one molecule with the formula C3HIO, from OMol25.

Values from the calculation:
HOMO in hartree: -0.3746
LUMO in eV: -0.15
Kohn-Sham gap in hartree: 0.369
SMILES string: C#CC(=O)I

Last column: Mulliken charge in e.
Positions of all 6 atoms, in Å:
C: -0.822 1.488 -0.123  0.06
C: -0.272 0.471 0.222  -0.47
C: 0.481 -1.097 0.302  0.21
O: -0.037 -1.998 0.792  -0.31
I: 2.186 -1.112 -0.933  0.11
H: -1.536 2.248 -0.260  0.40

***

(9)
The following is a quantum chemistry calculation of C3HLiO4Zn as an isolated structure, from OMol25.

Values from the calculation:
Net charge: +2
HOMO in hartree: -0.6472
LUMO in eV: -10.33
Kohn-Sham gap in hartree: 0.267

Last column: Mulliken charge in e.
Positions of all 10 atoms, in Å:
O: 1.637 1.298 0.008  -0.49
C: 1.492 0.076 0.170  0.82
O: 0.326 -0.516 0.123  -0.30
O: 2.460 -0.755 -0.064  -0.35
Zn: -0.077 2.252 0.049  0.53
C: -0.777 0.352 0.110  -0.42
C: -1.985 -0.115 0.161  1.36
O: -3.134 -0.394 0.216  -0.53
Li: -4.725 -0.984 -0.616  0.98
H: 3.246 -0.237 -0.359  0.39

***

(10)
The following is a quantum chemistry calculation of an isolated ion of composition C3HN2O2 and charge -1, from OMol25.

Values from the calculation:
Net charge: -1
HOMO in hartree: -0.1692
LUMO in eV: 4.27
Kohn-Sham gap in hartree: 0.326
SMILES string: [H]/N=C(/C#N)C(=O)[O-]

Last column: Mulliken charge in e.
Positions of all 8 atoms, in Å:
C: 1.995 0.169 -0.038  0.34
C: 1.262 -0.830 -0.688  0.43
C: 0.498 -1.788 0.405  0.53
N: 2.597 0.963 0.532  -0.49
N: 1.065 -0.916 -1.947  -0.77
O: -0.246 -1.004 0.981  -0.63
O: 0.565 -2.996 0.473  -0.69
H: 0.845 -1.827 -2.324  0.27

***

(11)
The following is a quantum chemistry calculation of a 2-piece molecular cluster, C3HN3 overall, from OMol25.

Values from the calculation:
HOMO in hartree: -0.4006
LUMO in eV: -0.15
Kohn-Sham gap in hartree: 0.395
SMILES string: C#CC#N.N#N

Last column: Mulliken charge in e.
Positions of all 7 atoms, in Å:
C: 0.640 0.181 0.710  -0.04
C: 0.895 1.377 0.170  0.33
C: 0.143 -0.819 1.230  -0.18
N: 1.074 2.439 -0.284  -0.41
N: -1.411 -1.190 -1.848  -0.25
N: -0.688 -0.457 -1.384  0.19
H: -0.653 -1.532 1.405  0.35

***

(12)
The following is a quantum chemistry calculation of one molecule with the formula C3HN3O, from OMol25.

Values from the calculation:
HOMO in hartree: -0.3771
LUMO in eV: -0.43
Kohn-Sham gap in hartree: 0.361
SMILES string: C#Cc1nnon1

Last column: Mulliken charge in e.
Positions of all 8 atoms, in Å:
C: 2.075 -1.961 -0.045  0.03
C: 1.206 -1.081 -0.020  -0.12
C: 0.146 -0.217 -0.049  0.13
H: 2.701 -2.830 0.097  0.42
N: -1.096 -0.379 -0.554  -0.19
N: -1.706 0.702 -0.238  -0.09
N: 0.369 1.034 0.409  -0.15
O: -0.780 1.610 0.408  -0.02

***

(13)
The following is a quantum chemistry calculation of one molecule with the formula C3HN3O, from OMol25.

Values from the calculation:
HOMO in hartree: -0.4231
LUMO in eV: -1.34
Kohn-Sham gap in hartree: 0.374
SMILES string: N#CC(C#N)=NO

Last column: Mulliken charge in e.
Positions of all 8 atoms, in Å:
C: -0.122 -0.096 -0.327  0.42
C: -1.379 -1.081 -0.463  0.11
C: 1.140 -0.241 -0.995  0.23
H: 0.214 1.703 1.913  0.37
N: -0.421 0.382 0.813  -0.21
N: -2.189 -1.826 -0.718  -0.30
N: 2.242 -0.313 -1.290  -0.26
O: 0.516 1.472 1.068  -0.35

***

(14)
The following is a quantum chemistry calculation of a 2-piece molecular cluster, C3HN3O overall, from OMol25.

Values from the calculation:
HOMO (spin up / spin down) in hartree: -0.4024 / -0.3983
LUMO (spin up / spin down) in eV: -2.67 / -2.85
Kohn-Sham gap (spin up / spin down) in hartree: 0.304 / 0.294

Last column: Mulliken charge in e.
Positions of all 8 atoms, in Å:
C: 0.132 -1.281 -0.710  0.30
C: 0.809 0.303 0.858  0.32
C: -0.057 0.030 -0.141  0.00
N: 0.292 -2.206 -1.325  -0.28
N: 1.424 0.389 1.794  -0.31
N: -0.378 0.985 -1.030  -0.04
O: -1.017 1.953 -0.707  -0.24
H: -1.205 -0.173 1.260  0.26

***

(15)
The following is a quantum chemistry calculation of a 2-piece molecular cluster, C3HN3S overall, from OMol25.

Values from the calculation:
HOMO (spin up / spin down) in hartree: -0.4074 / -0.4075
LUMO (spin up / spin down) in eV: -3.39 / -3.40
Kohn-Sham gap (spin up / spin down) in hartree: 0.283 / 0.283

Last column: Mulliken charge in e.
Positions of all 8 atoms, in Å:
C: 0.821 4.592 0.202  0.14
C: 0.031 -0.029 -0.135  -0.05
C: 0.361 2.207 0.540  0.36
N: 1.231 5.197 -0.661  -0.32
N: -0.194 0.237 1.158  -0.34
N: -0.025 1.461 1.493  -0.15
S: 0.536 1.413 -0.956  0.00
H: 0.057 -1.120 -0.515  0.37

***

(16)
The following is a quantum chemistry calculation of a 2-piece molecular cluster, C3HN5O3 overall, from OMol25.

Values from the calculation:
HOMO (spin up / spin down) in hartree: -0.3321 / -0.3469
LUMO (spin up / spin down) in eV: -1.35 / -1.69
Kohn-Sham gap (spin up / spin down) in hartree: 0.282 / 0.285

Last column: Mulliken charge in e.
Positions of all 12 atoms, in Å:
C: -1.869 2.341 -0.193  -0.15
C: -0.362 -1.384 -0.033  0.31
C: 2.149 -0.147 -2.054  0.53
N: 0.152 -0.681 -0.912  -0.10
N: 1.386 -0.886 -1.436  -0.29
N: -0.237 1.097 1.289  0.12
N: -1.121 1.797 0.550  0.10
N: -1.305 -1.564 0.687  0.58
O: 3.127 0.080 -2.686  -0.40
O: -1.916 -2.211 1.489  -0.55
O: -0.634 0.012 1.819  -0.42
H: 0.631 1.545 1.480  0.26

***

(17)
The following is a quantum chemistry calculation of one molecule with the formula C3HNO, from OMol25.

Values from the calculation:
Multiplicity: 3
HOMO (spin up / spin down) in hartree: -0.3185 / -0.3799
LUMO (spin up / spin down) in eV: -0.66 / -2.57
Kohn-Sham gap (spin up / spin down) in hartree: 0.294 / 0.286

Last column: Löwdin spin population.
Positions of all 6 atoms, in Å:
C: -0.682 -0.353 -0.271  0.54
C: -1.438 -1.023 -1.498  1.14
C: 0.425 0.529 -0.147  0.08
N: -0.091 0.064 0.997  0.22
O: 1.204 1.210 -0.670  0.00
H: 0.582 -0.426 1.589  0.02

***

(18)
The following is a quantum chemistry calculation of one molecule with the formula C3HNO2, from OMol25.

Values from the calculation:
HOMO in hartree: -0.3684
LUMO in eV: -1.45
Kohn-Sham gap in hartree: 0.315

Last column: Mulliken charge in e.
Positions of all 7 atoms, in Å:
O: 1.147 -0.928 -1.231  -0.25
C: 0.204 -0.790 -0.353  -0.43
C: -0.466 0.484 -0.160  0.67
O: -1.161 0.991 -1.012  -0.46
C: -0.447 0.901 1.257  0.16
N: -0.370 1.202 2.371  -0.29
H: 1.091 -1.859 -0.873  0.60

***

(19)
The following is a quantum chemistry calculation of one molecule with the formula C3HNO2, from OMol25.

Values from the calculation:
HOMO in hartree: -0.3504
LUMO in eV: -0.79
Kohn-Sham gap in hartree: 0.321

Last column: Mulliken charge in e.
Positions of all 7 atoms, in Å:
C: 1.083 0.118 0.078  -0.45
C: 0.185 1.069 0.007  0.59
C: -1.861 -0.419 -0.431  -0.05
N: -0.933 -1.048 -0.063  0.09
O: 0.364 -1.168 0.136  -0.25
O: -0.915 1.494 -0.041  -0.32
H: 2.076 -0.046 0.313  0.40

***

(20)
The following is a quantum chemistry calculation of one molecule with the formula C3HNO2, from OMol25.

Values from the calculation:
HOMO in hartree: -0.4096
LUMO in eV: -1.67
Kohn-Sham gap in hartree: 0.348
SMILES string: N#CC(=O)C=O

Last column: Mulliken charge in e.
Positions of all 7 atoms, in Å:
O: -1.266 -1.505 -0.143  -0.39
C: -1.123 -0.347 0.135  0.06
C: 0.155 0.442 -0.159  0.49
O: 0.023 1.542 -0.634  -0.39
C: 1.509 -0.093 0.069  0.20
N: 2.627 -0.339 0.238  -0.29
H: -1.929 0.312 0.510  0.32

***

Values of total energy, in order: -929.99366; -444.56595; -414.33952; -564.92377; -768.75030; -576.37010; -1313.62159; -487.73131; -2202.08108; -374.95371; -279.10935; -354.24469; -354.28297; -354.16340; -677.14062; -614.03383; -244.59533; -319.99382; -319.92024; -320.09432, all in Ha.
Values of largest force on an atom, in order: 2.92; 1.53; 3.50; 3.32; 3.98; 4.73; 3.14; 5.52; 3.38; 4.16; 6.18; 6.47; 6.03; 5.25; 6.65; 2.92; 4.02; 2.63; 2.67; 1.23, all in eV/A.